1.
Density functional theory data (the ωB97M-V functional and the def2-TZVPD basis) for the ion C5H5O2 with charge -1 in a non-equilibrium geometry.

XYZ file:
```
12
Properties=species:S:1:pos:R:3:lowdin_charge:R:1
C -0.9963 -1.0613 -0.1517 -0.1384
C -1.3579 -0.0089 -0.9015 -0.3499
C 0.1332 -1.0314 0.6411 -0.4646
C 0.4013 1.3663 -0.0395 -0.0680
C 1.1289 0.1979 0.2992 -0.2086
O -2.1999 0.4030 -1.6972 -0.0470
O 0.4205 -1.9041 1.4911 -0.0727
H -1.6576 -1.9530 -0.1886 0.0947
H 0.9560 2.0236 -0.6991 0.0526
H -0.2081 1.7693 0.6393 0.0178
H 1.7317 0.3333 1.1645 0.0927
H 1.6483 -0.1347 -0.5576 0.0914
```

Output
- E_tot (hartree) = -343.8791
- <S²> = 2.008
- LUMO energy (alpha / beta) (hartree) = 0.1623 / 0.1393
- HOMO-LUMO gap (alpha / beta) (eV) = 4.9 / 7.6
- 2S+1 = 3
- charge = -1
- relative energy (zero: lowest compared OMol25 entry of this formula, charge and spin) (kJ/mol) = 0.0


2.
Density functional theory data (the ωB97M-V functional and the def2-TZVPD basis) for a structure of composition C30H35BClO8PPdS3.

XYZ file:
```
80
Properties=species:S:1:pos:R:3:lowdin_charge:R:1
Pd -0.8091 0.7242 -0.1372 0.7119
Cl -1.9915 -3.7094 5.7889 0.5666
C -1.8843 -2.4007 4.6207 -0.6855
C -1.8086 -1.0714 5.0804 -0.1205
C -1.7282 -0.0409 4.1919 -0.0077
C -1.7135 -0.2474 2.7639 -0.4095
O -1.6610 0.7405 1.9879 -0.1496
C -1.8022 -1.6206 2.3366 -0.1464
C -1.8505 -2.0172 0.9562 -0.2324
O -1.8058 -1.3287 -0.0578 -0.0819
C -1.8826 -2.6607 3.2834 -0.0912
H -1.8147 -0.8796 6.1468 0.0943
H -1.6700 0.9860 4.5313 0.1069
H -1.9731 -3.1099 0.8139 0.1204
H -1.9475 -3.6843 2.9291 0.1035
O 4.5027 -0.9742 -5.0029 0.0720
C 4.9598 -0.3138 -3.9064 -0.4933
O 6.0467 0.2076 -3.9569 0.0820
C 4.0668 -0.3137 -2.7251 -0.1637
C 3.1493 -1.3412 -2.4977 -0.0403
C 2.3310 -1.3229 -1.3855 -0.1159
C 2.3710 -0.2626 -0.4693 -0.7046
S 1.2868 -0.2007 0.9068 0.5759
C 3.3021 0.7620 -0.7081 -0.1064
C 4.1420 0.7316 -1.8050 -0.0230
H 3.5379 -1.0898 -4.9492 0.0673
H 3.0923 -2.1703 -3.1954 0.1156
H 1.6143 -2.1179 -1.2210 0.1080
H 3.3357 1.5968 -0.0201 0.0961
H 4.8523 1.5307 -1.9776 0.1137
C 3.3334 0.3803 -8.2466 -0.0736
C 2.8719 1.4278 -7.2343 -0.5540
C 4.1276 2.1072 -6.6625 -0.0408
C 2.0192 2.4738 -7.9678 -0.0529
C 2.0378 0.8134 -6.1057 -0.1899
C 1.6076 -0.5112 -6.1322 -0.0712
C 0.8297 -1.0689 -5.1020 0.0033
C 0.4927 -0.2570 -4.0470 -0.2388
O -0.2108 -0.5395 -2.9215 0.1064
B -0.1844 0.6377 -2.1096 -0.5882
O 0.5149 1.6331 -2.8461 0.1130
C 0.9263 1.0651 -4.0052 -0.2061
C 1.6782 1.6186 -5.0117 0.0645
H 3.9423 0.8638 -9.0150 0.0795
H 2.4895 -0.1013 -8.7461 0.0779
H 3.9422 -0.3878 -7.7648 0.0824
H 4.6987 2.5741 -7.4699 0.0805
H 4.7573 1.3777 -6.1526 0.0727
H 3.8666 2.8915 -5.9516 0.0767
H 2.5887 2.9275 -8.7847 0.0769
H 1.7039 3.2662 -7.2872 0.0798
H 1.1201 2.0137 -8.3834 0.0860
H 1.8763 -1.1483 -6.9646 0.0958
H 0.5087 -2.1024 -5.1375 0.1168
H 1.9921 2.6516 -4.9348 0.1254
C -2.6337 4.1032 3.6017 -0.0609
C -1.9932 4.7233 2.3680 -0.4529
C -0.7161 3.9962 1.9841 -0.0849
O -2.9524 4.8600 1.3038 -0.3397
P -3.5620 3.7605 0.2918 -0.1932
S -5.1568 4.5713 -0.5237 0.1249
S -2.1654 3.0389 -0.9463 0.2550
O -3.9621 2.6190 1.3689 -0.3458
C -5.0465 1.7043 1.1714 -0.4959
C -4.7614 0.7298 0.0438 -0.0635
C -5.2317 0.9988 2.5028 -0.0421
H -1.9562 4.2049 4.4540 0.0744
H -2.8296 3.0454 3.4296 0.0556
H -3.5753 4.6039 3.8350 0.0797
H -1.7489 5.7671 2.5873 0.1281
H -0.9036 2.9338 1.8297 0.0306
H -0.0045 4.0983 2.8096 0.0796
H -0.2756 4.4146 1.0814 0.0669
H -5.9352 2.2948 0.9305 0.0913
H -3.8641 0.1510 0.2625 0.0576
H -4.6068 1.2573 -0.8977 0.0538
H -5.6113 0.0503 -0.0708 0.0781
H -4.3308 0.4406 2.7611 0.0659
H -6.0704 0.3002 2.4446 0.0753
H -5.4313 1.7215 3.2965 0.0778
```

Output
- E_tot (hartree) = -3915.2494
- <S²> = 2.009
- LUMO energy (alpha / beta) (hartree) = 0.1445 / 0.1445
- HOMO-LUMO gap (alpha / beta) (eV) = 4.9 / 6.3
- 2S+1 = 3
- charge = -2
- relative energy (zero: lowest compared OMol25 entry of this formula, charge and spin) (kJ/mol) = 0.0


3.
Density functional theory data (the ωB97M-V functional and the def2-TZVPD basis) for a cluster of 2 separate species, C4H12O4 in total in a non-equilibrium geometry.

XYZ file:
```
20
Properties=species:S:1:pos:R:3:lowdin_charge:R:1
C -0.7296 0.8374 -0.7879 -0.6896
C -1.3646 1.9300 -1.6389 -0.0062
C 0.6718 0.3911 -1.4056 0.0023
O -1.6024 -0.2500 -0.7650 0.0117
O -0.5283 1.3595 0.4938 0.0079
H -0.2778 0.6298 1.0788 0.0725
H -1.2687 -0.9143 -0.1387 0.0732
H -2.3318 2.1765 -1.2086 0.0893
H -0.7331 2.8024 -1.6309 0.0823
H 1.1295 -0.4322 -0.8617 0.0515
H 1.3479 1.2439 -1.4138 0.0793
H 0.4871 0.0526 -2.4249 0.0782
H -1.5064 1.5773 -2.6544 0.0853
C 1.6799 -1.4056 1.9631 -0.0759
O 0.5106 -1.3935 1.1771 -0.2474
O -0.6694 -1.7224 1.9586 -0.0109
H -0.7848 -2.6798 1.8521 0.1107
H 1.8898 -2.4001 2.3646 0.0905
H 1.6135 -0.6829 2.7772 0.0958
H 2.4668 -1.1195 1.2652 0.0997
```

Output
- E_tot (hartree) = -460.4542
- LUMO energy (hartree) = 0.0166
- HOMO-LUMO gap (eV) = 10.2
- SMILES = CC(C)(O)O.COO
- relative energy (zero: lowest compared OMol25 entry of this formula, charge and spin) (kJ/mol) = 337.3


4.
Density functional theory data (the ωB97M-V functional and the def2-TZVPD basis) for the molecule C11H15NS in a non-equilibrium geometry.

XYZ file:
```
28
Properties=species:S:1:pos:R:3:lowdin_charge:R:1
C 3.6717 1.0715 -0.2773 -0.0825
C 3.8857 -0.2993 -0.5200 -0.1550
C 2.3883 1.4476 0.1261 -0.0308
C 2.9927 -1.2523 -0.2075 -0.1137
C 1.3723 0.4716 0.1570 -0.3381
C 1.6406 -0.8757 0.0982 -0.4629
C -0.9600 -0.4871 0.6740 -0.5013
C -1.3697 -0.4696 2.1871 -0.0586
C -2.8873 0.8804 -0.3702 -0.1042
C -1.7358 -0.6973 -1.6910 -0.1200
C -2.2028 -0.4504 -0.2555 -0.4475
N 0.0435 0.8927 0.3265 0.0868
S 0.2110 -1.9013 0.2342 0.9950
H 4.4744 1.7654 -0.5019 0.0973
H 4.9355 -0.6912 -0.6148 0.1167
H 2.1032 2.4784 0.3905 0.1132
H 3.3014 -2.2792 -0.5554 0.1249
H -0.5098 -0.7044 2.7728 0.0659
H -2.0946 -1.2233 2.1420 0.0599
H -1.6914 0.4914 2.4982 0.0642
H -3.8984 0.7910 -0.9179 0.1068
H -2.2758 1.5850 -0.9975 0.0992
H -3.2304 1.2134 0.6288 0.0774
H -1.4104 -1.7416 -1.8566 0.0637
H -0.9365 -0.1180 -1.8886 0.0311
H -2.6053 -0.4006 -2.2773 0.0814
H -2.9192 -1.2230 -0.0701 0.1289
H -0.2929 1.7257 0.7661 0.1020
```

Output
- E_tot (hartree) = -881.0256
- LUMO energy (hartree) = 0.0292
- HOMO-LUMO gap (eV) = 8.2
- SMILES = CC(C)[C@]1(C)Nc2ccccc2S1
- relative energy (zero: lowest compared OMol25 entry of this formula, charge and spin) (kJ/mol) = 195.7